Record 1
Here is a cluster of 3 separate species, C2H7NO4 in total at a distorted geometry from the Open Molecules 2025 dataset. Energies are from wB97M-V/def2-TZVPD.

Each line ends with the natural charge from an NBO analysis.
Cartesian coordinates (Å):
O  1.39629  -0.38463  -0.82457  -0.50
C  0.80600  0.64962  -0.84646  0.54
N  -0.59490  0.75875  -0.77761  -0.70
C  -1.46485  0.02484  -1.55941  0.52
O  -1.10264  -0.80010  -2.35264  -0.53
H  1.27946  1.64630  -0.91404  0.12
H  -0.88894  1.64178  -0.36541  0.41
H  -2.53469  0.20995  -1.38561  0.13
O  -1.27013  -2.33566  1.22042  -0.93
H  -1.24226  -1.59184  0.60748  0.46
H  -0.34565  -2.55163  1.39057  0.47
O  2.00305  1.24057  2.15891  -0.94
H  2.17165  1.16057  1.21404  0.46
H  1.78763  0.33148  2.43433  0.47

Summary:
Electronic energy: -11867.20009 eV
HOMO level: -10.79 eV
Net charge: 0
LUMO level: 0.163 eV
Energy above the lowest of the compared OMol25 structures with the same formula, charge and spin: 110.0 kJ/mol
SMILES: O=CNC=O.O.O
Largest force on an atom: 1.0 eV Å⁻¹

---

Record 2
Here is the ion C5H10NO2 with charge +1 at a distorted geometry from the Open Molecules 2025 dataset. Energies are from wB97M-V/def2-TZVPD.

Each line ends with the natural charge from an NBO analysis.
Cartesian coordinates (Å):
N  1.98446  0.86771  1.97267  -0.70
C  0.99867  -0.17320  1.61225  -0.11
C  0.96865  -0.78927  0.42489  -0.06
C  -0.21189  -1.58603  0.13538  -0.46
C  -1.39688  -0.90948  -0.51608  -0.50
C  -0.94449  0.44544  -1.05087  0.82
O  -0.06764  1.18715  -0.58124  -0.65
O  -1.57258  0.67595  -2.20302  -0.65
H  1.72877  1.72314  1.36134  0.48
H  2.89076  0.63628  1.57002  0.44
H  2.10747  0.91340  2.97596  0.46
H  0.14152  -0.15859  2.28180  0.22
H  1.77736  -0.78798  -0.26193  0.23
H  -0.47596  -2.13701  0.93296  0.24
H  0.02468  -2.40614  -0.53709  0.24
H  -2.19210  -0.68299  0.19868  0.25
H  -1.81177  -1.59600  -1.16114  0.26
H  -1.44451  1.59238  -2.52863  0.51

Summary:
Electronic energy: -10924.40627 eV
HOMO level: -13.53 eV
Net charge: +1
LUMO level: -3.487 eV
Energy above the lowest of the compared OMol25 structures with the same formula, charge and spin: 158.8 kJ/mol
SMILES: [NH3+]/C=C/CCC(=O)O
Largest force on an atom: 3.8 eV Å⁻¹

---

Record 3
Here is a structure of composition C21H15FeN6S2 from the Open Molecules 2025 dataset. Energies are from wB97M-V/def2-TZVPD.

Each line ends with the natural charge from an NBO analysis.
Cartesian coordinates (Å):
Fe  -0.72609  -0.81659  -0.87099  1.07
N  -1.63303  3.24436  -1.22119  -0.49
C  -1.42669  1.98746  -1.53300  0.39
N  -1.12190  1.05824  -0.64234  -0.61
C  -1.05460  1.40420  0.72665  0.43
N  -0.92711  0.48527  1.63132  -0.30
N  -0.87747  -0.75096  1.01761  -0.30
C  -1.34218  -1.80923  1.56655  0.16
C  -1.43022  -2.98529  0.67568  0.12
C  -1.88297  -4.21237  1.09848  -0.18
C  -1.97517  -5.24486  0.15994  -0.09
C  -1.62184  -4.99735  -1.15003  -0.21
C  -1.18711  -3.72526  -1.51016  0.11
N  -1.08473  -2.73952  -0.62318  -0.48
C  -1.18172  2.80474  1.09050  -0.17
C  -1.02913  3.25505  2.40532  -0.12
C  -1.18663  4.59409  2.69012  -0.18
C  -1.50384  5.50067  1.67576  -0.12
C  -1.66009  5.07613  0.37076  -0.24
C  -1.49381  3.72695  0.09229  0.23
H  -1.88219  3.89194  -1.95726  0.45
H  -1.49610  1.69343  -2.57267  0.25
H  -1.70390  -1.83427  2.58966  0.25
H  -2.16206  -4.37006  2.13095  0.26
H  -2.32432  -6.22273  0.46258  0.26
H  -1.67938  -5.76733  -1.90578  0.26
H  -0.91177  -3.48343  -2.52765  0.24
H  -0.78971  2.54294  3.18212  0.25
H  -1.06782  4.94742  3.70459  0.25
H  -1.62838  6.54854  1.91167  0.25
H  -1.90298  5.77707  -0.41762  0.24
S  -0.61439  -0.82810  -3.17652  -0.07
C  1.01552  -0.79064  -2.62577  -0.11
N  1.05532  -0.80043  -1.30386  -0.46
C  2.34168  -0.72526  -0.77658  0.16
C  2.71046  -0.70520  0.56313  -0.25
C  4.05954  -0.63667  0.85421  -0.16
C  5.01811  -0.59369  -0.16335  -0.18
C  4.65369  -0.61569  -1.49662  -0.19
C  3.29865  -0.67991  -1.79574  -0.23
S  2.54184  -0.72149  -3.38124  0.55
H  1.96487  -0.73835  1.34654  0.23
H  4.38251  -0.61803  1.88584  0.24
H  6.06616  -0.54272  0.09680  0.25
H  5.40098  -0.58303  -2.27748  0.25

Summary:
⟨S²⟩: 0.81
Electronic energy: -87005.42633 eV
HOMO level (alpha / beta): -14.10 / -14.13 eV
Net charge: +2
Multiplicity: 2
LUMO level (alpha / beta): -7.835 / -7.690 eV
Energy above the lowest of the compared OMol25 structures with the same formula, charge and spin: 8.6 kJ/mol
Largest force on an atom: 0.6 eV Å⁻¹

---

Record 4
Here is the ion C4H7N2 with charge +1 at a distorted geometry from the Open Molecules 2025 dataset. Energies are from wB97M-V/def2-TZVPD.

Each line ends with the natural charge from an NBO analysis.
Cartesian coordinates (Å):
C  -0.95909  -1.98738  -0.52871  -0.11
C  0.94887  2.10273  0.62152  0.00
C  -0.16063  -0.00886  0.71158  -0.06
C  0.07605  0.08795  -1.35327  0.01
N  0.55616  1.06641  -0.08956  -0.28
N  -0.42984  -0.80068  -0.46025  -0.28
H  -1.23371  -2.40799  -1.50564  0.23
H  -1.28432  -2.65660  0.29746  0.24
H  0.92439  1.77059  1.70626  0.24
H  1.39691  2.93130  -0.00103  0.26
H  0.42952  -0.44633  1.51154  0.25
H  -1.15608  0.25318  1.14881  0.24
H  0.89177  0.09568  -2.05870  0.25

Summary:
Electronic energy: -7229.44209 eV
HOMO level: -12.70 eV
Net charge: +1
LUMO level: -4.657 eV
Energy above the lowest of the compared OMol25 structures with the same formula, charge and spin: 607.5 kJ/mol
Largest force on an atom: 4.1 eV Å⁻¹

---

Record 5
Here is the molecule C4H9N3O at a distorted geometry from the Open Molecules 2025 dataset. Energies are from wB97M-V/def2-TZVPD.

Each line ends with the natural charge from an NBO analysis.
Cartesian coordinates (Å):
N  -1.26396  0.72104  2.17758  -0.81
C  -0.10903  0.81112  1.51661  0.78
O  0.84017  0.84449  2.26597  -0.64
N  -0.10465  0.53281  0.13716  -0.49
C  -0.79354  -0.56242  -0.48611  -0.24
C  0.25657  -1.12993  -1.45862  -0.24
N  1.10012  0.00243  -1.73280  -0.59
C  1.19078  0.56673  -0.41426  -0.06
H  -1.98787  0.19010  1.75753  0.36
H  -1.23655  0.53102  3.15266  0.40
H  -1.53508  -0.12215  -1.07526  0.19
H  -1.21577  -1.15470  0.26581  0.20
H  0.96593  -1.93760  -1.08365  0.20
H  -0.20014  -1.51549  -2.41549  0.21
H  0.53521  0.59342  -2.28261  0.34
H  1.60929  1.63281  -0.38926  0.20
H  1.94851  -0.00369  0.06474  0.19

Summary:
Electronic energy: -10811.02745 eV
HOMO level: -9.20 eV
Net charge: 0
LUMO level: 0.766 eV
Energy above the lowest of the compared OMol25 structures with the same formula, charge and spin: 138.4 kJ/mol
SMILES: NC(=O)N1CCNC1
Largest force on an atom: 4.2 eV Å⁻¹

---

Record 6
Here is the ion C5H13N2O with charge +1 at a distorted geometry from the Open Molecules 2025 dataset. Energies are from wB97M-V/def2-TZVPD.

Each line ends with the natural charge from an NBO analysis.
Cartesian coordinates (Å):
C  0.07235  -0.31073  -2.53056  -0.65
C  0.52751  0.66555  -1.44509  -0.17
C  1.76052  0.25765  -0.64869  0.44
O  2.10414  -0.87996  -0.47122  -0.54
N  -0.40373  1.00734  -0.34102  -0.61
C  -0.95301  -0.23732  0.26843  -0.27
C  -1.10983  -0.01419  1.76458  -0.23
N  0.16549  -0.38790  2.50071  -0.68
H  0.53230  -1.28710  -2.38638  0.24
H  -1.01439  -0.31634  -2.53700  0.22
H  0.40803  0.00549  -3.51412  0.24
H  0.79935  1.60855  -1.91866  0.23
H  2.31022  1.11928  -0.21470  0.13
H  -1.20060  1.46521  -0.77112  0.38
H  -1.87820  -0.54407  -0.20201  0.23
H  -0.17205  -0.99678  0.17513  0.21
H  -1.30463  1.02611  2.02256  0.24
H  -1.96075  -0.53809  2.21268  0.24
H  0.41530  0.34967  3.15297  0.46
H  0.90070  -0.72925  1.87237  0.46
H  0.00132  -1.26312  3.01114  0.44

Summary:
Electronic energy: -10415.98597 eV
HOMO level: -13.42 eV
Net charge: +1
LUMO level: -3.570 eV
Energy above the lowest of the compared OMol25 structures with the same formula, charge and spin: 213.2 kJ/mol
SMILES: C[C@H](C=O)NCC[NH3+]
Largest force on an atom: 1.7 eV Å⁻¹

---

Repeat the sixth record exactly.
Here is the ion C5H13N2O with charge +1 at a distorted geometry from the Open Molecules 2025 dataset. Energies are from wB97M-V/def2-TZVPD.

Each line ends with the natural charge from an NBO analysis.
Cartesian coordinates (Å):
C  0.07235  -0.31073  -2.53056  -0.65
C  0.52751  0.66555  -1.44509  -0.17
C  1.76052  0.25765  -0.64869  0.44
O  2.10414  -0.87996  -0.47122  -0.54
N  -0.40373  1.00734  -0.34102  -0.61
C  -0.95301  -0.23732  0.26843  -0.27
C  -1.10983  -0.01419  1.76458  -0.23
N  0.16549  -0.38790  2.50071  -0.68
H  0.53230  -1.28710  -2.38638  0.24
H  -1.01439  -0.31634  -2.53700  0.22
H  0.40803  0.00549  -3.51412  0.24
H  0.79935  1.60855  -1.91866  0.23
H  2.31022  1.11928  -0.21470  0.13
H  -1.20060  1.46521  -0.77112  0.38
H  -1.87820  -0.54407  -0.20201  0.23
H  -0.17205  -0.99678  0.17513  0.21
H  -1.30463  1.02611  2.02256  0.24
H  -1.96075  -0.53809  2.21268  0.24
H  0.41530  0.34967  3.15297  0.46
H  0.90070  -0.72925  1.87237  0.46
H  0.00132  -1.26312  3.01114  0.44

Summary:
Electronic energy: -10415.98597 eV
HOMO level: -13.42 eV
Net charge: +1
LUMO level: -3.570 eV
Energy above the lowest of the compared OMol25 structures with the same formula, charge and spin: 213.2 kJ/mol
SMILES: C[C@H](C=O)NCC[NH3+]
Largest force on an atom: 1.7 eV Å⁻¹

---

- Look up the energy above the lowest of the compared OMol25 structures with the same formula, charge and spin of the fourth one.
  607.5 kJ/mol

---

Please write out number 2 again, unchanged.
Here is the ion C5H10NO2 with charge +1 at a distorted geometry from the Open Molecules 2025 dataset. Energies are from wB97M-V/def2-TZVPD.

Each line ends with the natural charge from an NBO analysis.
Cartesian coordinates (Å):
N  1.98446  0.86771  1.97267  -0.70
C  0.99867  -0.17320  1.61225  -0.11
C  0.96865  -0.78927  0.42489  -0.06
C  -0.21189  -1.58603  0.13538  -0.46
C  -1.39688  -0.90948  -0.51608  -0.50
C  -0.94449  0.44544  -1.05087  0.82
O  -0.06764  1.18715  -0.58124  -0.65
O  -1.57258  0.67595  -2.20302  -0.65
H  1.72877  1.72314  1.36134  0.48
H  2.89076  0.63628  1.57002  0.44
H  2.10747  0.91340  2.97596  0.46
H  0.14152  -0.15859  2.28180  0.22
H  1.77736  -0.78798  -0.26193  0.23
H  -0.47596  -2.13701  0.93296  0.24
H  0.02468  -2.40614  -0.53709  0.24
H  -2.19210  -0.68299  0.19868  0.25
H  -1.81177  -1.59600  -1.16114  0.26
H  -1.44451  1.59238  -2.52863  0.51

Summary:
Electronic energy: -10924.40627 eV
HOMO level: -13.53 eV
Net charge: +1
LUMO level: -3.487 eV
Energy above the lowest of the compared OMol25 structures with the same formula, charge and spin: 158.8 kJ/mol
SMILES: [NH3+]/C=C/CCC(=O)O
Largest force on an atom: 3.8 eV Å⁻¹

---

- net charge of number 5 (C4H9N3O)?
  0